A cluster of 15 separate species, C64H169N11O21 in total. Source: OMol25; level of theory: ωB97M-V/def2-TZVPD.

Structure (XYZ):
```
265
Properties=species:S:1:pos:R:3:mulliken_charge:R:1
C 4.857 -4.068 -3.585 -0.683
C 6.050 -4.832 -3.052 0.186
C 5.597 -6.229 -2.606 -0.675
O 4.924 -6.200 -1.396 -0.135
C 4.250 -7.392 -1.113 -0.845
N 7.053 -4.836 -4.200 -0.766
H 4.126 -4.012 -2.768 -0.231
H 4.416 -4.503 -4.507 0.292
H 5.106 -3.001 -3.791 0.377
H 6.549 -4.395 -2.218 0.427
H 6.497 -6.850 -2.525 0.439
H 4.946 -6.663 -3.424 0.261
H 4.926 -8.262 -1.364 0.372
H 3.312 -7.552 -1.688 0.260
H 4.083 -7.514 -0.048 0.231
H 7.888 -5.361 -3.910 0.267
H 6.644 -5.346 -4.951 0.276
C -3.999 -5.182 2.510 -1.404
C -5.290 -4.345 2.486 2.355
C -6.070 -4.694 1.208 -1.053
O -7.219 -3.876 1.023 -0.179
C -8.100 -4.313 0.060 -0.832
N -6.039 -4.679 3.748 -0.704
H -4.172 -6.268 2.521 0.520
H -3.442 -4.851 3.427 0.309
H -3.416 -5.020 1.624 0.099
H -5.067 -3.268 2.493 -1.091
H -6.419 -5.735 1.303 0.372
H -5.391 -4.707 0.342 0.313
H -8.313 -5.365 0.138 0.353
H -7.643 -4.089 -0.936 0.296
H -9.064 -3.750 0.182 0.214
H -6.993 -4.371 3.749 0.243
H -6.013 -5.652 4.049 0.229
C -0.162 -4.219 -5.163 -0.811
C 1.351 -4.527 -4.917 1.631
C 1.511 -5.331 -3.636 -0.474
O 0.864 -4.784 -2.506 -0.044
C 1.184 -5.542 -1.390 0.482
N 1.976 -5.198 -6.060 -0.776
H -0.320 -3.526 -6.000 0.040
H -0.549 -3.780 -4.229 -0.197
H -0.775 -5.080 -5.337 0.399
H 1.805 -3.545 -4.778 -0.616
H 2.600 -5.333 -3.403 -0.517
H 1.192 -6.382 -3.727 0.633
H 2.249 -5.435 -1.139 -0.803
H 0.993 -6.589 -1.661 0.570
H 0.566 -5.101 -0.560 -0.093
H 1.451 -5.990 -6.301 0.368
H 1.866 -4.607 -6.879 0.247
C 1.459 -1.152 -7.660 -1.052
C 1.707 -1.900 -8.963 0.504
C 3.208 -1.919 -9.244 -0.795
O 3.685 -0.626 -9.327 -0.348
C 3.623 -0.132 -10.690 -0.700
N 1.104 -3.257 -8.939 -0.575
H 2.097 -0.242 -7.626 0.528
H 1.842 -1.777 -6.827 0.184
H 0.422 -0.892 -7.461 0.189
H 1.200 -1.318 -9.736 0.091
H 3.352 -2.437 -10.187 0.445
H 3.780 -2.448 -8.481 0.275
H 3.950 0.880 -10.628 0.294
H 2.592 -0.101 -11.075 0.292
H 4.349 -0.622 -11.380 0.272
H 0.914 -3.719 -9.822 0.222
H 0.215 -3.285 -8.417 0.166
C -3.623 2.155 -2.859 -0.724
C -4.250 0.863 -3.362 0.266
C -3.133 -0.044 -3.975 -0.166
O -2.605 0.583 -5.139 -0.453
C -1.424 -0.068 -5.536 -0.256
N -4.888 0.054 -2.305 -0.636
H -4.355 2.656 -2.216 0.416
H -3.374 2.824 -3.648 0.530
H -2.789 2.050 -2.144 -0.380
H -5.032 1.116 -4.083 0.345
H -3.515 -1.035 -4.234 0.455
H -2.362 -0.161 -3.219 -0.240
H -1.712 -1.020 -5.998 0.335
H -0.771 -0.322 -4.656 -0.116
H -0.880 0.595 -6.194 0.366
H -5.364 0.633 -1.599 0.267
H -4.260 -0.576 -1.852 0.182
C 5.746 2.102 1.058 -0.812
C 6.323 2.832 -0.151 0.376
O 5.835 2.193 -1.347 -0.513
H 4.717 2.288 1.309 -0.118
H 6.327 2.398 1.946 0.456
H 5.813 1.032 0.913 0.456
H 7.415 2.738 -0.144 0.419
H 6.113 3.865 -0.132 -0.408
H 6.103 2.703 -2.130 0.263
C -2.120 -3.498 -1.704 -0.954
C -0.998 -2.523 -1.742 1.787
O -1.373 -1.349 -1.082 1.222
H -2.394 -3.811 -0.674 -0.047
H -1.813 -4.361 -2.331 0.423
H -2.981 -3.036 -2.138 0.283
H -0.714 -2.275 -2.757 -0.441
H -0.073 -2.941 -1.346 -0.802
H -1.402 -1.544 -0.103 -0.895
C 0.493 -3.109 5.968 -0.457
C -0.766 -3.891 5.631 -0.359
O -0.750 -4.639 4.469 -0.490
H 1.382 -3.813 5.898 0.302
H 0.462 -2.686 6.957 0.486
H 0.578 -2.245 5.342 -0.180
H -1.564 -3.177 5.511 -0.049
H -1.137 -4.500 6.421 0.529
H 0.041 -5.206 4.394 0.302
C 2.413 -4.596 1.909 -0.996
C 3.425 -4.144 0.902 2.429
O 4.618 -4.865 1.233 -0.717
H 2.254 -5.662 1.777 0.427
H 1.483 -4.073 1.808 -0.030
H 2.745 -4.395 2.937 0.161
H 3.564 -3.052 1.078 -0.196
H 3.190 -4.279 -0.145 -1.577
H 5.066 -5.116 0.425 0.412
C -5.596 -0.327 0.889 -0.256
O -5.910 -0.758 2.182 -0.446
C -5.367 0.232 3.129 1.318
C -5.573 -0.310 4.545 -1.316
N -4.936 0.667 5.465 0.709
C -5.020 0.308 6.869 -1.016
C -6.388 0.392 7.515 -0.880
O -6.993 1.617 7.110 -0.254
C -6.350 2.729 7.681 -0.634
H -4.567 -0.732 0.645 -0.113
H -5.774 0.741 0.723 0.233
H -6.308 -0.880 0.245 0.379
H -5.830 1.221 2.977 0.073
H -4.303 0.354 2.959 -0.703
H -5.156 -1.308 4.717 0.343
H -6.657 -0.482 4.724 0.244
H -5.217 1.601 5.240 -0.182
H -4.352 0.899 7.463 0.407
H -4.595 -0.707 6.922 0.555
H -6.342 0.251 8.619 0.414
H -6.994 -0.416 7.090 0.343
H -7.098 3.502 7.640 0.266
H -5.363 2.978 7.156 0.154
H -6.122 2.590 8.782 0.323
C -1.796 0.010 6.008 0.435
O -0.871 0.817 6.699 -0.503
C -0.412 2.001 6.010 -1.368
C 0.462 1.854 4.788 0.824
N 1.760 1.186 5.067 -0.392
C 2.682 1.193 3.954 -0.094
C 3.841 0.265 4.278 -1.353
O 3.325 -1.071 4.183 0.281
C 4.141 -1.999 4.873 -0.910
H -2.363 -0.597 6.721 0.433
H -1.424 -0.740 5.324 -0.663
H -2.420 0.660 5.382 0.124
H 0.212 2.543 6.727 0.443
H -1.233 2.702 5.858 0.369
H 0.577 2.822 4.357 0.424
H -0.138 1.315 4.050 -0.502
H 1.563 0.218 5.318 0.271
H 2.973 2.228 3.749 0.515
H 2.346 0.769 2.981 -0.008
H 4.254 0.524 5.284 0.455
H 4.686 0.297 3.584 0.441
H 4.219 -1.738 5.914 0.379
H 5.137 -2.021 4.421 0.293
H 3.632 -2.947 4.780 0.090
C 0.623 3.316 1.308 -0.307
O 1.972 3.604 1.229 0.520
C 2.209 5.003 1.013 -1.289
C 3.514 5.172 0.291 0.721
N 3.758 6.467 -0.186 -0.258
C 5.153 6.701 -0.554 -0.189
C 6.065 6.801 0.630 -0.945
O 7.242 6.179 0.264 -0.340
C 8.007 5.828 1.335 -0.798
H 0.171 3.677 0.368 0.664
H 0.155 3.760 2.196 0.334
H 0.654 2.236 1.322 -0.699
H 2.132 5.538 1.987 0.147
H 1.335 5.337 0.409 0.406
H 3.476 4.439 -0.543 -0.903
H 4.298 4.819 0.959 0.375
H 3.129 6.569 -0.964 -0.185
H 5.209 7.571 -1.178 0.570
H 5.534 5.858 -1.183 0.084
H 5.581 6.388 1.503 0.353
H 6.264 7.774 0.950 0.664
H 8.415 6.728 1.820 0.316
H 8.768 5.152 1.043 0.273
H 7.360 5.373 2.109 0.304
C 0.319 2.327 -2.867 0.492
O 0.974 3.527 -3.258 -0.559
C 2.397 3.385 -3.132 1.317
C 3.049 4.632 -3.610 -1.226
N 2.386 5.783 -3.007 0.265
C 2.870 7.098 -3.579 -0.748
C 2.305 8.168 -2.724 -0.556
O 0.898 7.951 -2.441 -0.334
C 0.268 9.016 -1.662 -0.755
H -0.757 2.582 -2.787 0.048
H 0.751 1.853 -1.982 -0.438
H 0.401 1.518 -3.658 -0.038
H 2.739 2.473 -3.649 0.246
H 2.621 3.266 -2.029 -0.844
H 2.971 4.669 -4.713 0.479
H 4.127 4.586 -3.380 0.230
H 1.401 5.658 -3.267 0.174
H 2.730 7.184 -4.627 0.568
H 3.915 7.129 -3.406 0.257
H 2.458 9.092 -3.266 0.504
H 2.867 8.176 -1.786 0.413
H -0.786 8.789 -1.674 0.248
H 0.477 10.019 -2.131 0.267
H 0.643 8.892 -0.642 0.293
C -8.493 2.717 4.246 -0.902
O -7.152 2.957 3.767 -0.108
C -6.728 4.285 4.014 -1.008
C -5.395 4.426 3.292 -0.046
N -5.664 4.360 1.849 -0.274
C -4.525 4.707 1.035 -1.465
C -3.238 3.851 1.326 -0.188
O -3.513 2.477 1.257 0.403
C -2.327 1.657 1.128 1.222
H -9.298 3.256 3.735 0.350
H -8.525 2.904 5.342 0.262
H -8.722 1.677 4.074 0.239
H -6.617 4.543 5.047 0.399
H -7.455 5.042 3.634 0.454
H -4.670 3.650 3.661 -0.101
H -4.946 5.389 3.467 0.642
H -6.022 3.420 1.648 0.259
H -4.271 5.785 1.115 0.345
H -4.837 4.490 -0.016 0.417
H -2.870 4.082 2.341 0.386
H -2.549 4.138 0.543 0.173
H -2.639 0.631 1.241 -0.970
H -1.631 1.948 1.949 -0.286
H -1.871 1.773 0.116 -0.275
C 2.309 -1.211 -3.225 -0.395
O 2.029 -0.276 -2.218 0.486
C 2.865 -0.490 -1.052 0.093
C 2.349 0.431 0.019 0.480
N 1.098 -0.003 0.628 1.604
C 1.101 -1.282 1.355 -0.956
C -0.019 -1.459 2.354 1.142
O -1.255 -1.335 1.650 -0.630
C -2.354 -1.581 2.500 1.248
H 1.792 -0.909 -4.149 -0.010
H 2.075 -2.288 -2.919 -0.249
H 3.359 -1.257 -3.528 0.364
H 3.962 -0.267 -1.240 0.440
H 2.819 -1.566 -0.815 -0.570
H 2.153 1.448 -0.423 -1.394
H 3.126 0.539 0.758 0.033
H 0.361 -0.088 -0.094 -0.171
H 2.016 -1.339 1.959 0.419
H 1.019 -2.176 0.761 -0.506
H 0.055 -0.717 3.131 -0.927
H 0.127 -2.467 2.717 0.052
H -2.250 -2.585 2.867 0.195
H -3.252 -1.603 1.877 -0.916
H -2.473 -0.772 3.257 -0.825
```

Results
Multiplicity: 1
Energy (Ha): -4721.708850
Frontier orbital gap (Ha): 0.3330
HOMO level (Ha): -0.3096
Relative energy (zero: lowest compared OMol25 entry of this formula, charge and spin) (kJ/mol): 0.0